1.
A cluster of 2 separate species, C3H9PS3 in total in a non-equilibrium geometry, computed with ωB97M-V/def2-TZVPD.

Relative energy (zero: lowest compared OMol25 entry of this formula, charge and spin) ... 93.5 kcal per mole
HOMO-LUMO gap (alpha / beta) ... 0.2368 / 0.2593 Eh
LUMO level (alpha / beta) ... -0.092 / -0.061 hartree

Geometry as XYZ:
```
16
C3H9PS3 ωB97M-V/def2-TZVPD
C -2.44 1.32 0.75
C 3.47 -0.28 -0.25
C -1.96 0.53 -0.53
P -0.34 -0.27 0.07
S 0.60 -0.98 -1.54
S -1.02 -2.07 1.03
S 3.01 0.22 1.40
H -1.72 1.01 1.44
H -2.37 2.32 0.48
H -3.40 0.94 1.00
H 3.98 0.45 -1.01
H 2.38 -0.41 -0.64
H 4.02 -1.24 -0.23
H -1.70 1.15 -1.37
H -2.70 -0.18 -0.99
H 0.20 -2.51 0.39
```

2.
A cluster of 2 separate species, C3H9S2 in total in a non-equilibrium geometry, computed with ωB97M-V/def2-TZVPD.

Relative energy (zero: lowest compared OMol25 entry of this formula, charge and spin) ... 42.1 kcal per mole
Total charge ... -1
HOMO-LUMO gap ... 0.1948 Eh
LUMO level ... 0.117 hartree

Geometry as XYZ:
```
14
C3H9S2 ωB97M-V/def2-TZVPD
C 2.13 -1.85 -1.13
S 1.04 -0.33 -1.47
H 2.93 -1.83 -1.88
H 1.44 -2.63 -1.28
H 2.34 -1.71 -0.09
C -0.55 1.02 1.28
C -1.77 1.42 0.46
S -2.90 0.09 0.18
H -0.11 2.01 1.68
H -0.98 0.26 2.03
H 0.32 0.43 0.83
H -1.58 1.88 -0.48
H -2.34 2.30 0.79
H 0.03 -1.05 -0.90
```

3.
A cluster of 2 separate species, C3H9S2 in total in a non-equilibrium geometry, computed with ωB97M-V/def2-TZVPD.

Relative energy (zero: lowest compared OMol25 entry of this formula, charge and spin) ... 42.0 kcal per mole
Total charge ... -1
HOMO-LUMO gap ... 0.2036 Eh
LUMO level ... 0.122 hartree

Geometry as XYZ:
```
14
C3H9S2 ωB97M-V/def2-TZVPD
C 0.54 1.07 2.75
S -1.14 1.23 1.89
H 0.72 -0.04 2.91
H 1.45 1.53 2.33
H 0.46 1.47 3.78
C 0.78 -1.73 -1.85
S 0.48 0.11 -1.81
C -1.23 0.51 -1.26
H 1.76 -1.87 -1.45
H 0.90 -2.07 -2.82
H 0.13 -2.02 -1.07
H -1.62 -0.22 -0.53
H -1.32 1.44 -0.74
H -1.91 0.58 -2.14
```

4.
A cluster of 2 separate species, C3H9S2 in total in a non-equilibrium geometry, computed with ωB97M-V/def2-TZVPD.

Relative energy (zero: lowest compared OMol25 entry of this formula, charge and spin) ... 36.1 kcal per mole
Total charge ... -1
HOMO-LUMO gap ... 0.2305 Eh
LUMO level ... 0.136 hartree

Geometry as XYZ:
```
14
C3H9S2 ωB97M-V/def2-TZVPD
C -2.09 0.02 -1.42
S -1.00 0.84 -2.65
H -2.99 0.58 -1.48
H -2.22 -1.06 -1.51
H -1.63 0.30 -0.51
C 0.75 -0.94 1.41
C 1.69 0.26 1.07
S 1.64 1.35 -0.47
H 0.56 -1.68 0.64
H -0.23 -0.46 1.67
H 1.14 -1.64 2.21
H 1.75 1.09 1.79
H 2.74 -0.25 1.11
H -0.10 1.59 -1.86
```

> Look up the relative energy (zero: lowest compared OMol25 entry of this formula, charge and spin) of the third one.

42.0 kcal per mole

> The lowest relative energy (zero: lowest compared OMol25 entry of this formula, charge and spin) belongs to which entry?

number 4

> Number 3 is which compound?

C3H9S2

> Look up the relative energy (zero: lowest compared OMol25 entry of this formula, charge and spin) of the first one.

93.5 kcal per mole